Here is a molecular structure, C37H28N3O2P2S2Zr at a distorted geometry from the Open Molecules 2025 dataset. Energies are from ωB97M-V/def2-TZVPD.

```
! wB97M-V def2-TZVPD RIJCOSX def2/J DEFGRID3
* xyz 1 1
Zr 0.340 0.315 0.073
S 0.610 -1.364 -1.810
P 2.480 -1.422 -0.960
C 2.432 -0.491 0.552
P 3.012 1.106 0.112
S 1.825 2.043 -1.270
C 4.765 1.209 -0.318
C 5.604 0.341 0.375
C 6.950 0.305 0.065
C 7.444 1.123 -0.942
C 6.605 1.990 -1.621
C 5.256 2.036 -1.316
C 2.793 2.090 1.637
C 1.675 1.866 2.445
C 1.471 2.650 3.570
C 2.356 3.676 3.869
C 3.445 3.918 3.048
C 3.675 3.121 1.941
C 2.840 -3.146 -0.547
C 2.756 -4.098 -1.556
C 3.088 -5.411 -1.279
C 3.494 -5.771 -0.002
C 3.585 -4.814 0.997
C 3.257 -3.497 0.729
C 3.705 -1.021 -2.258
C 5.010 -1.493 -2.137
C 5.951 -1.159 -3.095
C 5.600 -0.337 -4.156
C 4.302 0.134 -4.274
C 3.347 -0.217 -3.335
H 5.176 -0.300 1.136
H 7.609 -0.370 0.589
H 8.493 1.081 -1.191
H 7.002 2.621 -2.400
H 4.583 2.698 -1.841
H 0.949 1.068 2.182
H 0.623 2.472 4.213
H 2.186 4.300 4.731
H 4.119 4.731 3.265
H 4.531 3.299 1.303
H 2.434 -3.796 -2.545
H 3.041 -6.156 -2.059
H 3.749 -6.799 0.206
H 3.929 -5.096 1.979
H 3.334 -2.725 1.484
H 5.275 -2.119 -1.296
H 6.960 -1.541 -3.022
H 6.339 -0.066 -4.897
H 4.033 0.775 -5.100
H 2.321 0.120 -3.438
O -3.181 0.469 -1.529
C -2.378 0.724 -0.669
N -1.690 -0.120 0.163
C -1.986 -1.451 0.284
O -2.891 -2.075 -0.209
C -1.040 -2.057 1.309
C -1.256 -3.341 1.795
C -0.448 -3.809 2.820
C 0.520 -2.963 3.343
C 0.682 -1.704 2.790
N -0.073 -1.250 1.783
C -2.015 2.154 -0.289
C -2.936 3.175 -0.480
C -2.622 4.446 -0.025
C -1.380 4.651 0.562
C -0.502 3.585 0.674
N -0.815 2.344 0.288
H -2.047 -3.935 1.362
H -0.576 -4.805 3.211
H 1.145 -3.273 4.167
H 1.436 -1.021 3.176
H -3.866 2.938 -0.972
H -3.331 5.254 -0.122
H -1.091 5.626 0.921
H 0.495 3.729 1.080
*
```

For the orbital gap, the calculation gives 0.2817 Eh. As for the energy above the lowest of the compared OMol25 structures with the same formula, charge and spin: 147.4 kJ/mol. The calculation puts the HOMO energy at -11.0 eV.

Here is a molecular structure, C37H29BrClN8NiO3 at a distorted geometry from the Open Molecules 2025 dataset. Energies are from ωB97M-V/def2-TZVPD.

```
! wB97M-V def2-TZVPD RIJCOSX def2/J DEFGRID3
* xyz -1 3
Ni 0.202 0.403 0.882
C -6.248 0.804 3.905
C -4.893 1.129 3.329
C -4.095 2.131 3.864
C -2.822 2.365 3.375
C -2.266 1.620 2.312
N -0.965 1.764 1.939
C -0.324 2.962 2.161
C -0.889 4.160 1.692
C -0.270 5.377 1.866
C 0.954 5.458 2.526
C 1.671 6.775 2.668
C 1.532 4.287 2.974
C 0.922 3.049 2.805
N 1.591 1.883 3.284
C 2.652 1.868 4.122
C 2.996 0.556 4.346
C 2.072 -0.177 3.593
N 1.234 0.629 2.951
C -3.144 0.671 1.697
C -4.397 0.415 2.245
N -2.738 0.011 0.521
C -3.577 -0.510 -0.422
C -3.107 -0.983 -1.592
C -1.651 -0.769 -1.950
N -1.406 -0.063 0.217
H -6.547 1.559 4.633
H -6.235 -0.167 4.407
H -7.009 0.760 3.122
H -4.470 2.724 4.692
H -2.206 3.130 3.831
H -1.830 4.090 1.160
H -0.726 6.277 1.465
H 0.965 7.603 2.751
H 2.300 6.951 1.791
H 2.318 6.782 3.547
H 2.513 4.347 3.425
H 3.089 2.766 4.517
H 3.800 0.193 4.963
H 1.957 -1.246 3.523
H -5.013 -0.362 1.808
H -4.630 -0.504 -0.187
H -3.779 -1.404 -2.327
H -1.584 -0.376 -2.973
Br 0.584 -2.200 -9.003
C 1.008 -3.277 -7.491
C 1.646 -2.704 -6.401
C 1.896 -3.475 -5.285
C 1.512 -4.824 -5.240
C 0.950 -5.392 -6.384
C 0.674 -4.618 -7.498
N 1.783 -5.661 -4.143
N 1.614 -5.323 -2.949
C 0.734 -4.316 -2.556
C -0.517 -4.129 -3.115
C -1.261 -3.015 -2.775
C -0.810 -2.038 -1.902
O -1.181 0.285 -1.154
C 0.381 -2.291 -1.152
N 0.834 -1.480 -0.140
C 1.923 -1.824 0.507
C 2.662 -2.992 0.284
C 2.263 -3.816 -0.721
C 1.116 -3.483 -1.467
H 1.928 -1.660 -6.416
H 2.397 -3.033 -4.433
H 0.688 -6.442 -6.366
H 0.196 -5.054 -8.365
H -0.901 -4.847 -3.827
H -2.214 -2.861 -3.265
H 2.248 -1.136 1.276
H 3.532 -3.212 0.887
H 2.788 -4.730 -0.960
Cl 3.988 -0.030 -1.231
C 4.196 1.218 0.024
C 2.923 2.073 0.317
O 3.194 3.235 0.616
O 1.793 1.515 0.233
H 4.986 1.880 -0.312
H 4.499 0.719 0.945
*
```

For the orbital gap (spin up / spin down), the calculation gives 0.1508 / 0.1480 Eh. As for the energy above the lowest of the compared OMol25 structures with the same formula, charge and spin: 498.7 kJ/mol. The calculation puts the HOMO energy (spin up / spin down) at -3.0 / -2.9 eV.

Here is a molecular structure, C37H29Cl5FN6O3Tc from the Open Molecules 2025 dataset. Energies are from ωB97M-V/def2-TZVPD.

```
! wB97M-V def2-TZVPD RIJCOSX def2/J DEFGRID3
* xyz 3 4
Tc 0.083 -0.239 0.017
C 1.980 -3.949 1.316
C 1.087 -4.902 0.856
C -0.071 -4.495 0.208
C -0.304 -3.145 0.035
N 0.595 -2.224 0.455
C 1.704 -2.614 1.090
C -1.550 -2.586 -0.530
C -2.612 -3.318 -1.021
C -3.743 -2.639 -1.459
C -3.779 -1.255 -1.437
C -2.671 -0.568 -0.962
N -1.617 -1.243 -0.491
C -2.478 0.895 -1.014
C -3.456 1.769 -1.442
C -3.146 3.114 -1.594
C -1.854 3.533 -1.340
C -0.925 2.608 -0.894
N -1.229 1.324 -0.700
H 2.879 -4.228 1.844
H 1.278 -5.955 1.011
H -0.789 -5.225 -0.134
H 2.365 -1.824 1.418
H -2.572 -4.396 -1.063
H -4.591 -3.193 -1.836
H -4.642 -0.726 -1.811
H -4.449 1.412 -1.669
H -3.900 3.813 -1.927
H -1.556 4.562 -1.475
H 0.091 2.900 -0.677
C 7.090 -0.608 -3.413
C 6.222 0.636 -3.456
N 5.130 0.586 -2.458
C 3.920 0.224 -2.868
C 2.819 0.091 -2.045
C 1.542 -0.330 -2.715
O 1.503 -0.486 -3.907
O 0.508 -0.512 -1.926
C 2.968 0.363 -0.681
O 2.022 0.296 0.196
C 4.274 0.759 -0.221
C 4.500 1.068 1.131
C 5.735 1.440 1.557
F 5.898 1.676 2.868
C 6.850 1.558 0.683
C 6.615 1.261 -0.652
C 5.353 0.862 -1.114
N 8.109 1.965 1.118
C 9.321 1.435 0.516
C 10.254 2.587 0.140
N 10.115 3.678 1.180
C 9.763 3.101 2.519
C 8.349 2.524 2.453
H 7.880 -0.527 -4.158
H 6.504 -1.496 -3.643
H 7.552 -0.750 -2.436
H 5.743 0.746 -4.427
H 6.790 1.550 -3.289
H 3.795 0.018 -3.925
H 3.692 1.007 1.846
H 7.419 1.365 -1.362
H 9.106 0.853 -0.374
H 9.818 0.752 1.212
H 10.002 3.034 -0.820
H 11.296 2.274 0.127
H 9.378 4.326 0.894
H 10.978 4.224 1.236
H 9.827 3.889 3.266
H 10.523 2.354 2.740
H 7.627 3.317 2.644
H 8.254 1.785 3.252
Cl 1.063 2.605 1.607
C 0.120 1.508 2.579
C -0.358 0.298 2.045
C -1.120 -0.465 2.947
Cl -1.784 -2.003 2.494
C -1.389 -0.074 4.260
Cl -2.321 -1.058 5.304
C -0.886 1.137 4.735
Cl -1.197 1.633 6.334
C -0.121 1.934 3.885
Cl 0.500 3.421 4.467
*
```

For the orbital gap (spin up / spin down), the calculation gives 0.2649 / 0.2272 Eh. As for the energy above the lowest of the compared OMol25 structures with the same formula, charge and spin: 14.6 kJ/mol. The calculation puts the HOMO energy (spin up / spin down) at -14.9 / -14.9 eV.

Here is a molecular structure, C37H29IrN3P2S3 from the Open Molecules 2025 dataset. Energies are from ωB97M-V/def2-TZVPD.

```
! wB97M-V def2-TZVPD RIJCOSX def2/J DEFGRID3
* xyz 2 2
Ir 0.446 -0.021 -1.170
S -0.480 -2.159 -0.974
P -0.297 -1.712 1.026
C 0.171 -0.042 0.725
P -0.270 1.626 1.100
S -0.100 2.309 -0.805
C 0.944 2.320 2.217
C 1.651 3.467 1.871
C 2.571 3.999 2.764
C 2.788 3.386 3.988
C 2.082 2.239 4.336
C 1.157 1.708 3.456
C -1.901 1.769 1.803
C -2.967 1.195 1.102
C -4.238 1.235 1.642
C -4.450 1.853 2.870
C -3.397 2.435 3.559
C -2.115 2.396 3.029
C -1.832 -1.902 1.911
C -1.882 -1.468 3.238
C -3.068 -1.557 3.941
C -4.196 -2.094 3.328
C -4.142 -2.537 2.016
C -2.960 -2.436 1.296
C 1.022 -2.606 1.822
C 1.940 -1.936 2.626
C 2.918 -2.659 3.292
C 2.976 -4.038 3.149
C 2.064 -4.703 2.339
C 1.081 -3.991 1.673
H 1.483 3.941 0.912
H 3.116 4.897 2.503
H 3.506 3.805 4.680
H 2.248 1.769 5.297
H 0.587 0.829 3.738
H -2.799 0.726 0.138
H -5.067 0.794 1.105
H -5.448 1.891 3.286
H -3.573 2.929 4.505
H -1.296 2.860 3.561
H -0.996 -1.071 3.722
H -3.114 -1.222 4.968
H -5.120 -2.174 3.885
H -5.021 -2.961 1.550
H -2.921 -2.767 0.266
H 1.907 -0.856 2.718
H 3.637 -2.147 3.918
H 3.740 -4.601 3.668
H 2.119 -5.777 2.228
H 0.370 -4.511 1.041
N 0.937 0.607 -5.380
C -0.119 0.047 -6.163
C 0.039 -0.060 -7.530
C -0.975 -0.627 -8.297
C -2.122 -1.102 -7.688
C -2.266 -1.008 -6.306
C -1.272 -0.417 -5.550
S -1.542 -0.208 -3.804
N 0.065 0.050 -3.281
C 1.017 0.459 -4.048
C 2.281 0.794 -3.338
C 3.446 1.203 -3.952
C 4.551 1.514 -3.167
C 4.453 1.407 -1.793
C 3.261 0.979 -1.236
N 2.205 0.677 -1.994
H 1.729 0.964 -5.885
H 0.947 0.296 -8.000
H -0.857 -0.700 -9.369
H -2.908 -1.549 -8.280
H -3.160 -1.382 -5.823
H 3.521 1.279 -5.027
H 5.473 1.835 -3.631
H 5.289 1.643 -1.151
H 3.131 0.870 -0.168
*
```

For the orbital gap (spin up / spin down), the calculation gives 0.2377 / 0.2008 Eh. As for the energy above the lowest of the compared OMol25 structures with the same formula, charge and spin: 0.0 kJ/mol. The calculation puts the HOMO energy (spin up / spin down) at -12.7 / -12.7 eV.

Here is a molecular structure, C37H30BrF7N5O5S2Sb2Ti at a distorted geometry from the Open Molecules 2025 dataset. Energies are from ωB97M-V/def2-TZVPD.

```
! wB97M-V def2-TZVPD RIJCOSX def2/J DEFGRID3
* xyz -1 3
Ti -2.285 -0.032 -0.115
C 0.361 0.590 0.566
C 1.378 -0.021 1.569
C 0.869 -1.194 2.406
Sb 0.984 -3.161 1.469
C 1.588 -2.668 -0.570
C 0.677 -2.934 -1.594
C 1.062 -2.875 -2.929
C 2.373 -2.568 -3.263
C 3.288 -2.286 -2.258
C 2.896 -2.321 -0.925
C 3.097 -3.447 1.966
C 3.725 -4.523 1.326
C 5.069 -4.800 1.529
C 5.818 -4.009 2.395
C 5.207 -2.952 3.054
C 3.859 -2.677 2.840
Sb 1.258 1.105 -1.368
C 3.038 1.956 -0.451
C 3.037 2.671 0.749
C 4.218 3.154 1.301
C 5.431 2.916 0.664
C 5.453 2.204 -0.526
C 4.265 1.733 -1.077
C 0.378 3.040 -1.823
C -0.248 3.148 -3.065
C -0.779 4.358 -3.498
C -0.694 5.482 -2.689
C -0.078 5.388 -1.447
C 0.454 4.177 -1.019
H -0.159 1.438 1.002
H -0.398 -0.177 0.289
H 1.648 0.796 2.239
H 2.295 -0.338 1.070
H -0.168 -1.025 2.700
H 1.449 -1.312 3.321
H -0.348 -3.192 -1.353
H 0.338 -3.095 -3.705
H 2.682 -2.554 -4.302
H 4.316 -2.045 -2.507
H 3.639 -2.128 -0.160
H 3.151 -5.143 0.642
H 5.539 -5.628 1.010
H 6.868 -4.219 2.555
H 5.782 -2.334 3.735
H 3.411 -1.837 3.359
H 2.104 2.842 1.276
H 4.192 3.712 2.231
H 6.355 3.273 1.104
H 6.397 2.014 -1.025
H 4.292 1.174 -2.009
H -0.324 2.269 -3.699
H -1.261 4.423 -4.468
H -1.106 6.427 -3.022
H -0.005 6.264 -0.811
H 0.941 4.132 -0.054
F -5.422 -1.692 -2.828
C -4.745 -2.361 -1.881
F -5.139 -3.623 -1.887
F -3.449 -2.317 -2.202
S -5.036 -1.512 -0.240
O -4.174 -0.309 -0.476
O -6.436 -1.254 -0.254
N -4.549 -2.506 0.834
S -2.993 -2.516 1.376
O -2.051 -1.943 0.338
O -2.501 -2.909 2.676
C -2.854 -4.346 0.694
F -4.032 -4.984 0.631
F -2.332 -4.365 -0.557
F -2.055 -5.106 1.453
O -2.330 0.205 1.713
N -3.304 -0.660 2.148
C -4.537 -0.129 2.430
C -4.879 1.222 2.187
N -5.153 2.329 1.998
C -5.522 -0.911 3.098
N -6.351 -1.467 3.678
F -1.516 -0.034 -1.753
Br -4.440 6.176 -0.823
C -3.710 4.455 -0.633
C -3.036 4.113 0.515
C -2.509 2.843 0.607
N -2.604 1.930 -0.363
C -3.258 2.290 -1.480
C -3.829 3.531 -1.650
H -2.930 4.808 1.335
H -2.005 2.527 1.508
H -3.306 1.547 -2.263
H -4.347 3.776 -2.566
*
```

For the orbital gap (spin up / spin down), the calculation gives 0.2371 / 0.2974 Eh. As for the energy above the lowest of the compared OMol25 structures with the same formula, charge and spin: 213.9 kJ/mol. The calculation puts the HOMO energy (spin up / spin down) at -4.5 / -6.3 eV.

Here is a molecular structure, C37H30BrN3O3ReSi at a distorted geometry from the Open Molecules 2025 dataset. Energies are from ωB97M-V/def2-TZVPD.

```
! wB97M-V def2-TZVPD RIJCOSX def2/J DEFGRID3
* xyz 1 1
Re 0.721 0.382 0.283
Br -6.613 -3.219 -5.175
C -6.617 -2.095 -3.660
C -5.628 -1.134 -3.523
C -5.625 -0.317 -2.404
C -6.622 -0.444 -1.438
C -7.631 -1.373 -1.621
C -7.620 -2.224 -2.719
N -6.795 0.461 -0.308
N -5.859 0.900 0.391
C -4.530 0.333 0.399
C -4.271 -0.997 0.604
C -2.961 -1.484 0.781
C -1.888 -0.640 0.674
O -0.614 -1.028 0.810
C -2.149 0.720 0.424
N -1.045 1.502 0.231
C -1.192 2.803 0.086
C -2.455 3.415 0.103
C -3.577 2.642 0.223
C -3.447 1.241 0.367
H -4.868 -1.022 -4.285
H -4.863 0.442 -2.306
H -8.419 -1.440 -0.879
H -8.393 -2.970 -2.847
H -5.102 -1.688 0.653
H -2.789 -2.534 0.986
H -0.289 3.377 -0.073
H -2.521 4.491 0.009
H -4.568 3.084 0.223
C 3.861 -1.842 -0.515
Si 4.064 -0.775 0.953
C 4.953 -1.527 2.364
C 4.614 0.935 0.591
C 5.837 1.403 1.077
C 6.247 2.708 0.833
C 5.444 3.561 0.088
C 4.238 3.104 -0.431
C 3.830 1.803 -0.179
H 4.830 -2.169 -0.904
H 3.338 -1.294 -1.303
H 3.270 -2.729 -0.270
H 6.000 -1.679 2.068
H 4.542 -2.506 2.626
H 4.946 -0.893 3.253
H 6.485 0.746 1.650
H 7.193 3.060 1.227
H 5.757 4.583 -0.090
H 3.623 3.756 -1.039
H 2.896 1.458 -0.619
O 1.450 1.300 2.075
C 1.826 0.150 2.442
O 2.362 -0.630 1.471
C 1.615 -0.395 3.763
C 1.693 -1.773 3.976
C 1.416 -2.280 5.232
C 1.076 -1.415 6.266
C 1.008 -0.040 6.055
C 1.267 0.475 4.800
H 1.929 -2.434 3.153
H 1.455 -3.347 5.405
H 0.851 -1.818 7.246
H 0.747 0.623 6.869
H 1.206 1.538 4.610
C 0.745 0.131 -1.468
C 0.872 -0.049 -2.890
C 0.892 1.049 -3.756
C 1.048 0.857 -5.118
C 1.195 -0.430 -5.625
C 1.172 -1.524 -4.770
C 1.004 -1.340 -3.408
H 0.783 2.047 -3.343
H 1.066 1.710 -5.786
H 1.332 -0.578 -6.690
H 1.285 -2.526 -5.168
H 0.974 -2.187 -2.731
*
```

For the orbital gap, the calculation gives 0.2293 Eh. The calculation puts the HOMO energy at -9.9 eV.